The following is a DFT calculation (ωB97M-V with the def2-TZVPD basis set) of a single C18H18ClN3O3 molecule.

Computed properties:
ΔE to the lowest compared entry with this formula, charge and spin = 0.210 eV
lowest unoccupied orbital energy = 0.50 eV
2S+1 = 1
energy = -1546.97802 hartree
total charge = 0
SMILES = CC(=O)Nc1ccc(NC(=O)CCNC(=O)c2ccccc2Cl)cc1

Geometry as XYZ:
```
43
Properties=species:S:1:pos:R:3:forces:R:3
C -7.91290 -0.56725 1.57029 -0.1 0.1 -0.2
C -6.89083 -0.03989 0.58426 -0.2 -0.2 0.4
O -7.18602 0.48491 -0.46297 -0.1 0.1 -0.3
N -5.60889 -0.22957 1.02250 0.1 -0.2 0.4
C -4.40763 0.13176 0.40974 0.3 0.1 -0.2
C -3.21898 -0.15424 1.07792 -0.2 0.0 -0.1
C -1.99626 0.17881 0.53019 0.0 0.1 -0.1
C -1.93278 0.79776 -0.71444 -0.4 -0.2 0.2
C -3.12425 1.10300 -1.37059 0.3 -0.1 0.2
C -4.34754 0.77548 -0.82422 -0.2 0.0 0.0
H -5.25889 1.01503 -1.34491 0.0 0.0 0.0
H -3.08827 1.60444 -2.32654 0.0 0.0 -0.1
N -0.72617 1.18420 -1.31545 -0.1 0.7 -0.3
C 0.48503 0.57290 -1.40049 -0.2 -0.3 0.2
O 1.38574 1.12106 -2.00829 0.3 0.0 -0.2
C 0.63488 -0.79300 -0.76114 0.4 -0.1 -0.2
H 0.83444 -0.66492 0.30496 -0.1 0.0 0.0
H -0.28848 -1.36131 -0.87963 0.0 0.0 0.1
C 1.81900 -1.55231 -1.37469 -0.2 0.0 0.1
N 3.06124 -0.88697 -1.07008 0.0 0.1 -0.3
C 3.90367 -1.33595 -0.11991 0.1 0.2 -0.3
O 3.80552 -2.42274 0.41514 0.1 -0.3 0.2
C 5.03253 -0.39337 0.18768 0.0 0.1 0.2
C 4.81767 0.89767 0.66007 0.2 -0.2 -0.1
C 5.88101 1.72996 0.97029 0.0 0.0 0.0
C 7.17653 1.27196 0.80772 0.0 0.0 0.0
C 7.40805 -0.01645 0.35517 0.0 -0.1 0.0
C 6.34096 -0.84365 0.05667 -0.1 0.0 0.0
H 6.50338 -1.85518 -0.28303 0.0 -0.1 0.0
H 8.41870 -0.37733 0.24086 0.1 0.0 0.0
H 8.00441 1.92249 1.04574 0.1 0.1 0.0
H 5.69035 2.72592 1.33884 0.0 0.1 0.0
Cl 3.20712 1.48434 0.91300 -0.2 0.2 0.2
H 3.12313 0.06027 -1.42076 0.1 -0.1 0.1
H 1.70221 -1.61233 -2.46046 0.0 -0.1 0.1
H 1.87697 -2.55898 -0.95457 -0.1 0.1 -0.1
H -0.78321 2.02261 -1.88321 0.2 -0.1 0.1
H -1.09849 -0.01967 1.09049 0.1 0.0 0.1
H -3.25048 -0.63369 2.04627 0.0 0.0 0.1
H -5.49937 -0.68228 1.91977 -0.1 0.1 -0.2
H -7.81822 -0.04935 2.52272 0.0 0.0 0.1
H -8.90927 -0.40121 1.17211 0.0 0.0 0.0
H -7.76559 -1.63296 1.73300 0.0 -0.1 0.1
```
Forces are in eV/Å.